# C43H39IrN2O3P2S2

A structure of composition C43H39IrN2O3P2S2 (the ωB97M-V functional and the def2-TZVPD basis, the OMol25 dataset).

```
92
C43H39IrN2O3P2S2, DFT the ωB97M-V functional and the def2-TZVPD basis
Ir 0.5565 -1.6663 0.5175
O 0.6609 -1.2522 2.4819
C 1.7061 -1.2142 3.2583
C 1.4990 -1.0491 4.6451
C 2.5541 -0.9189 5.5067
C 3.8815 -0.9423 5.0345
C 4.1102 -1.1425 3.7059
C 3.0445 -1.3185 2.7905
C 3.3576 -1.7003 1.4569
N 2.5325 -1.8522 0.4817
C 2.9635 -2.6718 -0.6667
C 2.0436 -2.4394 -1.8554
N 0.6684 -2.2161 -1.3786
C -0.2925 -2.6005 -2.1462
C -1.6923 -2.4958 -1.8766
C -2.5979 -2.8871 -2.8767
C -3.9504 -2.8385 -2.6684
C -4.4511 -2.4004 -1.4244
C -3.5993 -1.9992 -0.4365
C -2.1976 -2.0233 -0.6345
O -1.4382 -1.5950 0.3213
H 0.4765 -1.0405 4.9977
H 2.3660 -0.7983 6.5662
H 4.7086 -0.8275 5.7207
H 5.1270 -1.1737 3.3295
H 4.4002 -1.9536 1.2586
H 2.9019 -3.7211 -0.3753
H 4.0002 -2.4549 -0.9271
H 2.0686 -3.3087 -2.5112
H 2.3504 -1.5582 -2.4173
H -0.0185 -3.0397 -3.1024
H -2.2012 -3.2331 -3.8239
H -4.6315 -3.1459 -3.4498
H -5.5188 -2.3881 -1.2492
H -3.9705 -1.6649 0.5238
C 1.0736 2.4020 0.7765
P 0.0160 0.8858 0.6410
C -0.8545 0.9965 2.2413
C -2.1387 0.4658 2.3785
C -2.7604 0.4397 3.6160
C -2.1087 0.9411 4.7347
C -0.8359 1.4730 4.6072
C -0.2068 1.4909 3.3711
C -1.2704 1.2669 -0.5797
C -1.2148 0.6288 -1.8137
C -2.2231 0.8142 -2.7490
C -3.2883 1.6507 -2.4526
C -3.3355 2.3130 -1.2320
C -2.3320 2.1253 -0.2947
P 1.7726 3.4283 -0.6036
C 0.2947 4.1225 -1.4270
C -0.2493 5.2492 -0.8081
C -1.3216 5.9215 -1.3769
C -1.8545 5.4808 -2.5795
C -1.3117 4.3680 -3.2072
C -0.2388 3.6952 -2.6403
C 2.5594 2.2875 -1.7790
C 3.1546 1.1008 -1.3594
C 3.9584 0.3768 -2.2334
C 4.1581 0.8108 -3.5336
C 3.5728 1.9969 -3.9576
C 2.8107 2.7468 -3.0764
H 1.9410 2.1079 1.3740
H 0.4854 3.1073 1.3647
H -2.6429 0.0664 1.5125
H -3.7543 0.0211 3.7084
H -2.5908 0.9089 5.7032
H -0.3167 1.8605 5.4743
H 0.7992 1.8846 3.3074
H -0.3765 -0.0196 -2.0353
H -2.1843 0.2977 -3.7001
H -4.0826 1.7906 -3.1751
H -4.1661 2.9681 -1.0026
H -2.3782 2.6388 0.6572
H 0.1855 5.6103 0.1180
H -1.7196 6.8051 -0.8948
H -2.6824 6.0094 -3.0344
H -1.7156 4.0271 -4.1526
H 0.1756 2.8320 -3.1438
H 3.0161 0.7428 -0.3451
H 4.4606 -0.5169 -1.8855
H 4.7863 0.2437 -4.2085
H 3.7396 2.3569 -4.9644
H 2.4126 3.7026 -3.3935
C -2.1554 -4.9817 1.9099
O -1.7165 -5.2684 0.5676
C -0.5044 -4.9223 0.1709
S -0.0198 -5.3754 -1.3401
S 0.5909 -4.0810 1.2703
H -3.2277 -5.1507 1.9037
H -1.9280 -3.9535 2.1816
H -1.6746 -5.6591 2.6127
```

<S²>: 0.77
net charge: +1
LUMO level (alpha / beta): -3.44 / -6.03 eV
calculated total energy: -3580.4386 hartree
ΔE to the lowest compared entry with this formula, charge and spin: 1.6725 eV
spin multiplicity: 2
HOMO-LUMO gap (alpha / beta): 6.7657 / 3.9527 eV

***

# C43H39MnN10OPTe

A structure of composition C43H39MnN10OPTe (the ωB97M-V functional and the def2-TZVPD basis, the OMol25 dataset).

```
96
C43H39MnN10OPTe, DFT the ωB97M-V functional and the def2-TZVPD basis
Mn 0.7830 0.7482 -1.0142
N -1.5655 3.2097 -0.9444
C -0.4629 3.2991 -0.1229
N -0.2558 4.2292 0.7740
N 0.9535 3.9265 1.3115
N 1.4443 2.8699 0.7787
N 0.5615 2.4366 -0.1641
C -1.8135 2.0626 -1.6579
N -2.9761 1.6643 -2.1309
N -2.7148 0.4754 -2.7171
N -1.4705 0.1691 -2.6044
N -0.8477 1.1870 -1.9433
H -2.3158 3.8655 -0.8014
C 2.8667 -3.2728 -2.6454
C 3.9360 -2.4377 -2.3347
C 3.7890 -1.0627 -2.3969
C 2.5689 -0.5199 -2.7965
C 1.4892 -1.3576 -3.1028
C 1.6467 -2.7365 -3.0278
P 2.2165 1.2504 -2.7022
C 1.5324 1.7250 -4.2992
C 1.9064 1.0782 -5.4747
C 1.3746 1.4970 -6.6852
C 0.4738 2.5527 -6.7226
C 0.1006 3.1999 -5.5524
C 0.6274 2.7864 -4.3397
C 3.7579 2.1402 -2.4586
C 4.5088 2.5999 -3.5387
C 5.7029 3.2627 -3.3053
C 6.1413 3.4743 -2.0044
C 5.3876 3.0280 -0.9277
C 4.1915 2.3619 -1.1500
H 2.9906 -4.3470 -2.5914
H 4.8864 -2.8630 -2.0388
H 4.6141 -0.4100 -2.1402
H 0.5400 -0.9367 -3.4198
H 0.8188 -3.3878 -3.2766
H 2.6041 0.2502 -5.4420
H 1.6630 0.9951 -7.5996
H 0.0589 2.8698 -7.6708
H -0.6029 4.0213 -5.5878
H 0.3414 3.2840 -3.4205
H 4.1610 2.4493 -4.5531
H 6.2898 3.6205 -4.1413
H 7.0718 4.0000 -1.8311
H 5.7237 3.2073 0.0849
H 3.5866 2.0344 -0.3130
C -5.1499 -4.7443 4.2482
C -4.2816 -3.8007 3.4651
C -3.3099 -3.0338 4.0911
C -2.5178 -2.1247 3.3991
C -1.5054 -1.3403 4.1898
C -2.7267 -2.0066 2.0154
Te -2.0511 -0.4149 0.8040
N -0.1327 -0.4452 0.3723
C 1.0798 -0.7792 0.7976
O 2.0050 -0.1469 0.1785
C 1.4401 -1.7836 1.8112
C 0.6505 -2.9101 2.0142
C 1.0384 -3.8626 2.9425
C 2.2015 -3.6790 3.6781
C 2.9891 -2.5502 3.4792
C 2.6193 -1.6075 2.5342
C -2.0429 1.1590 2.1996
C -0.8600 1.6682 2.7108
C -0.9064 2.7475 3.5762
C -2.1321 3.3071 3.9093
C -3.3067 2.7905 3.3838
C -3.2909 1.7054 2.5128
C -4.5817 1.1387 1.9726
C -3.6825 -2.7969 1.3368
C -3.9149 -2.7393 -0.1575
C -4.4430 -3.6759 2.0883
H -4.7550 -4.9132 5.2483
H -5.2417 -5.7048 3.7409
H -6.1564 -4.3320 4.3470
H -3.1580 -3.1388 5.1601
H -1.0559 -1.9771 4.9521
H -1.9837 -0.4994 4.6971
H -0.7063 -0.9499 3.5713
H -0.2480 -3.0587 1.4281
H 0.4370 -4.7511 3.0871
H 2.4982 -4.4212 4.4085
H 3.8958 -2.4119 4.0533
H 3.2273 -0.7308 2.3532
H 0.1008 1.2500 2.4365
H 0.0139 3.1636 3.9636
H -2.1707 4.1653 4.5680
H -4.2578 3.2409 3.6424
H -5.3973 1.8487 2.0960
H -4.8599 0.2231 2.5032
H -4.5226 0.9066 0.9043
H -2.9841 -2.7200 -0.7257
H -4.4937 -1.8598 -0.4495
H -4.4726 -3.6149 -0.4811
H -5.1824 -4.2892 1.5844
```

<S²>: 2.04
net charge: +1
LUMO level (alpha / beta): -3.50 / -3.09 eV
calculated total energy: -4044.9122 hartree
ΔE to the lowest compared entry with this formula, charge and spin: 0.1430 eV
spin multiplicity: 3
HOMO-LUMO gap (alpha / beta): 7.3947 / 7.8599 eV

***

# C43H40CoN6SeSi

A structure of composition C43H40CoN6SeSi (the ωB97M-V functional and the def2-TZVPD basis, the OMol25 dataset).

```
92
C43H40CoN6SeSi, DFT the ωB97M-V functional and the def2-TZVPD basis
Co -1.0255 0.1208 -1.1026
C -2.8808 -1.7507 2.4270
C -2.3879 -0.7989 1.5807
N -2.0141 -1.0242 0.3094
C -2.0842 -2.3499 -0.1247
C -2.7355 -3.3117 0.6384
C -3.1477 -3.0332 1.9603
C -2.9460 -4.5772 -0.0014
C -2.6067 -4.8246 -1.3105
C -1.9295 -3.8525 -2.0695
C -1.5891 -2.6370 -1.4310
N -0.8389 -1.5994 -1.9208
C -0.1072 -1.4888 -3.0867
C 0.5673 -2.5546 -3.7128
C 1.2196 -2.2585 -4.9579
C 1.3356 -0.9940 -5.4436
C 0.7154 0.0705 -4.8047
C 0.9022 1.4344 -5.1427
C 0.1495 2.3866 -4.4883
C -0.5431 2.0252 -3.2937
N -0.5364 0.8140 -2.7913
C 0.0156 -0.1692 -3.6057
H -3.1804 -1.4312 3.4330
H -2.1850 0.2029 1.9244
H -3.6251 -3.7926 2.6259
H -3.3221 -5.4534 0.5712
H -2.7426 -5.7949 -1.6920
H -1.6490 -3.9892 -3.1070
H 0.6834 -3.5121 -3.1880
H 1.6113 -3.0891 -5.5048
H 1.8694 -0.8038 -6.4117
H 1.4956 1.7103 -5.9807
H 0.0498 3.4185 -4.9093
H -1.0349 2.7515 -2.6801
C 0.6734 1.0006 0.2157
Si 1.4258 1.0644 1.8730
C 2.7221 -0.3427 2.2786
N 2.6999 -1.3884 1.3679
C 1.7477 -2.4978 1.5239
C 1.9835 -3.7366 0.6359
C 3.4756 -3.9516 0.3267
C 4.3606 -2.7307 0.1834
C 3.5307 -1.4330 0.1505
C 0.3255 1.2197 3.3398
C -0.3552 0.1228 3.9772
C -1.4075 0.2781 4.8473
C -1.7778 1.5545 5.2349
C -1.0173 2.6417 4.8002
C -0.0976 2.4972 3.7980
C 2.5787 2.6565 1.9331
C 2.7497 3.4216 0.7683
C 3.5328 4.6135 0.7792
C 4.3399 4.9240 1.8398
C 4.2851 4.0964 2.9585
C 3.4294 3.0028 2.9806
H 1.4602 0.4832 -0.3542
H 0.5279 2.0781 -0.0565
H 2.4916 -0.7177 3.2803
H 3.7773 0.0849 2.3486
H 0.7239 -2.1396 1.2202
H 1.6950 -2.7114 2.6044
H 1.4063 -3.4784 -0.2821
H 1.4429 -4.6477 0.9805
H 3.5515 -4.5592 -0.6088
H 3.8030 -4.6043 1.1799
H 4.9231 -2.8485 -0.7905
H 5.0969 -2.6304 1.0297
H 2.8906 -1.4170 -0.7414
H 4.1800 -0.5336 0.0630
H -0.0337 -0.8767 3.7229
H -1.8455 -0.6244 5.2063
H -2.6473 1.7452 5.8639
H -1.2357 3.6659 5.1477
H 0.4251 3.3967 3.4263
H 2.3435 3.1663 -0.2120
H 3.4634 5.3111 -0.0704
H 5.0989 5.7066 1.8352
H 4.9413 4.1267 3.7642
H 3.3707 2.3757 3.8339
Se -2.0897 2.4905 0.9245
N -2.1616 1.5939 -0.7282
C -3.3685 1.8868 -1.3425
C -3.8286 1.5509 -2.6552
C -5.0015 2.1496 -3.1172
C -5.7570 3.0270 -2.3069
C -5.3828 3.3612 -1.0110
C -4.1565 2.8736 -0.5093
N -3.6137 3.3879 0.5971
H -3.2166 0.9588 -3.3401
H -5.4217 1.9726 -4.2140
H -6.6632 3.4801 -2.7826
H -5.8973 4.0590 -0.4272
```

<S²>: 6.02
net charge: +1
LUMO level (alpha / beta): -3.56 / -4.83 eV
calculated total energy: -6064.4782 hartree
ΔE to the lowest compared entry with this formula, charge and spin: 0.0000 eV
spin multiplicity: 5
HOMO-LUMO gap (alpha / beta): 5.3337 / 4.3362 eV